DFT (ωB97M-V/def2-TZVPD) results for 12 unconnected molecules or ions with the total composition C22H20BrCl34NO2 at a distorted geometry.

Geometry as XYZ:
```
80
Properties=species:S:1:pos:R:3:forces:R:3
Br 3.655988 4.537241 -0.919880 -2.556 1.021 0.170
Cl -0.676675 -10.637137 5.844255 0.088 -0.008 -0.189
Cl -4.612539 -5.452154 -2.807835 0.056 0.332 0.077
Cl -3.218739 -12.599439 2.580914 0.134 0.023 -0.208
Cl -4.731655 0.531803 -3.055070 -0.365 -0.380 -0.644
Cl 4.944037 -1.453301 -5.359907 0.084 0.013 0.196
Cl 7.600245 0.896333 2.349580 0.301 -0.669 0.233
Cl -7.130204 6.553776 1.352337 0.167 -0.118 0.145
Cl 9.457172 0.179162 4.475854 -0.058 -0.066 -0.153
Cl -7.182370 2.080603 -2.774423 -0.048 -0.142 -0.214
Cl -1.097302 -14.082822 1.245820 -0.150 0.208 -0.051
Cl 1.433133 -9.208895 4.432702 -0.124 -0.144 -0.044
Cl -2.314950 -4.861484 -1.117985 -0.093 0.209 -0.047
Cl -2.646135 -0.111862 2.748597 -0.176 -0.075 -0.194
Cl -4.271531 6.264113 1.829446 -0.241 0.109 0.307
Cl -4.471888 -9.106097 -3.925708 0.189 -0.059 0.071
Cl -2.063840 3.609440 -3.338679 -0.341 0.894 1.470
Cl 3.500425 3.642212 2.742016 0.210 0.082 0.033
Cl 1.444763 -12.120521 4.509160 -0.156 0.159 -0.066
Cl -1.108932 -11.171196 1.169362 -0.113 -0.109 -0.111
Cl 8.361426 2.344028 -0.345318 0.325 0.036 -0.562
Cl -5.980767 3.907072 1.748768 -0.125 0.454 0.433
Cl 10.812140 0.795228 -0.625967 -0.160 0.082 -0.110
Cl -4.765665 -3.312684 -0.837337 0.022 -0.133 -0.151
Cl -7.029244 -0.058867 -4.744920 0.102 0.176 0.061
Cl -5.152242 0.721167 1.520165 0.096 -0.410 0.119
Cl 5.940234 2.922428 4.160694 -0.285 0.432 0.029
Cl 7.365238 -1.684387 3.679357 0.144 0.091 -0.080
Cl -2.371786 -7.972289 -2.256142 -0.003 -0.423 -0.162
Cl 6.074496 3.807981 1.389157 0.029 0.067 0.228
Cl 4.019485 -1.992605 -2.651050 0.200 0.075 -0.103
Cl -3.006577 -0.351576 -0.131727 0.107 -0.103 0.266
Cl 8.514551 0.204557 -2.315817 0.125 0.069 0.028
Cl -3.158860 -10.755937 -1.916346 -0.001 0.072 -0.161
Cl 6.529828 -3.134816 -3.587500 -0.080 0.210 0.011
O -0.824387 9.182239 2.239118 6.920 -4.132 -3.796
O 3.803426 7.203396 1.350825 -8.084 2.628 -0.478
N 1.692178 8.634423 1.824436 -0.356 -1.026 -1.314
C 8.485339 -0.428509 3.124678 -0.028 0.027 -0.155
C -3.711465 -4.178444 -1.968044 -0.026 -0.023 -0.131
C 0.429801 -10.669004 4.460704 -0.047 -0.015 -0.033
C -5.881363 5.619448 2.193068 -0.162 0.050 0.063
C -2.387872 4.647906 -1.837974 0.703 1.653 2.119
C 5.437883 -1.742679 -3.683079 0.001 0.037 0.035
C -2.112264 -12.631304 1.197363 -0.058 -0.124 0.031
C 0.509718 4.571284 -1.479997 -0.626 3.671 2.891
C -3.116608 3.829149 -0.591271 0.757 -0.766 -0.444
C 0.173985 8.510934 1.659746 -2.558 0.629 0.508
C 0.081597 7.263159 0.600413 -0.330 -4.579 -3.356
C 1.807205 5.268235 -0.704485 -4.175 1.695 0.812
C 9.415624 1.478267 -1.476025 -0.031 0.215 0.015
C -6.128171 1.214843 -3.905129 0.069 -0.014 -0.074
C -3.806318 -0.428880 1.447500 0.021 -0.061 0.063
C -4.367590 2.878491 -1.062209 0.450 -0.390 1.278
C -1.176625 6.555412 -0.176654 3.045 -0.597 0.384
C -0.965238 5.239375 -1.186965 2.432 1.357 1.186
C -2.951812 -9.432196 -3.075750 0.153 0.140 -0.046
C 5.227837 3.985780 2.935421 -0.107 0.094 0.216
C 1.523350 6.556859 0.268414 -2.260 0.751 0.406
C 2.502724 7.486551 1.197983 4.052 -2.745 -0.859
H 9.780328 2.190299 -2.220774 -0.114 -0.284 0.248
H 9.159804 -0.870203 2.386673 -0.220 0.141 0.272
H -6.052141 5.706456 3.269132 0.093 -0.020 -0.379
H -5.128344 2.801973 -0.149290 1.740 0.234 -2.464
H -2.203094 -9.733852 -3.812686 -0.281 0.076 0.264
H -4.207082 -1.436883 1.581543 0.144 0.328 -0.080
H -3.920572 1.779367 -1.186930 -1.234 2.970 0.088
H -3.372619 4.585770 0.272981 0.459 -1.463 -2.072
H 5.973320 -0.859830 -3.324565 -0.208 -0.295 -0.117
H 2.114848 9.534906 1.505942 -0.626 -0.795 0.903
H -3.346763 -3.466413 -2.712792 -0.127 -0.230 0.273
H -2.995021 5.627523 -2.149312 1.209 -2.456 0.446
H -5.763468 1.926874 -4.649878 -0.119 -0.243 0.263
H -0.165381 -10.695444 3.544348 0.225 -0.010 0.376
H -2.257969 7.004877 0.043076 2.545 -1.253 -0.806
H -2.271844 3.104758 -0.159010 -1.797 1.604 -0.881
H 5.337718 5.020096 3.271226 -0.052 -0.334 -0.193
H 0.644284 3.644337 -2.195262 -0.296 2.219 1.679
H -2.707446 -12.657745 0.281007 0.222 0.028 0.313
H -4.940774 3.249317 -2.014091 1.380 -0.663 1.916
```
Forces are in eV/Å.

Summary:
Net charge: 0
E_tot (Eh): -19275.603041
Spin multiplicity: 1
Gap between HOMO and LUMO (eV): 7.446
HOMO energy (eV): -9.12
LUMO energy (eV): -1.68

Results of the Löwdin charge analysis, in e, for atoms 1 through 2: 0.62 0.51